Formula: C5H14S
Source: the Open Molecules 2025 dataset
Level of theory: wB97M-V/def2-TZVPD

Structure (XYZ):
```
20
Properties=species:S:1:pos:R:3:forces:R:3
C 0.883979 1.302092 3.273636 -0.2 0.3 -0.5
C 1.139511 0.200964 2.256495 -0.7 -0.7 0.0
C 1.701495 0.703726 0.945522 1.2 0.3 -0.9
H 1.742369 1.969154 3.243069 0.0 0.2 0.3
H 0.713877 0.990140 4.304494 0.0 -0.3 -0.1
H 0.005824 1.869129 2.945573 0.1 0.1 0.2
H 1.773382 -0.587837 2.657911 0.4 0.2 0.1
H 0.213393 -0.346736 2.051655 -0.1 0.1 0.0
H 2.404257 1.531779 1.074798 0.1 0.0 0.4
H 2.292695 -0.056525 0.421149 -0.2 -0.1 0.2
H 1.040107 1.097753 0.173709 -0.7 -0.2 0.4
C -1.458821 -2.175554 -1.894267 0.3 -0.1 0.5
S -1.026297 -1.465634 -3.496461 -0.6 0.1 0.2
C -1.638040 0.229141 -3.320811 0.5 -0.1 -0.4
H -0.543814 -2.279868 -1.322999 0.1 -0.2 0.2
H -2.108302 -1.553970 -1.277323 -0.1 0.2 -0.4
H -1.926247 -3.154436 -1.993515 0.0 0.1 -0.2
H -0.964131 0.853540 -2.735401 -0.1 -0.1 0.1
H -2.658045 0.314489 -2.954331 0.0 -0.2 0.0
H -1.587190 0.558654 -4.352906 -0.2 0.4 -0.1
```
Forces are in eV/Å.

Results
Frontier orbital gap: 9.39 eV
Highest occupied orbital energy: -0.312 Eh
Electronic energy: -597.05988 Eh
SMILES: CCC.CSC
Relative energy (zero: lowest compared OMol25 entry of this formula, charge and spin): 0.474 eV
Charge: 0